Record 1
{
  "formula": "C26H30N9O4Sn",
  "method": "ωB97M-V with the def2-TZVPD basis set",
  "homo_ev": -3.918,
  "e_lumo_ev": 2.77,
  "e_tot_ev": -54886.3107,
  "orbital_gap_ev": 6.69,
  "charge": -1,
  "species": ["Sn", "O", "O", "O", "O", "N", "N", "N", "N", "N", "N", "N", "N", "N", "C", "C", "C", "C", "C", "C", "C", "C", "C", "C", "C", "C", "C", "C", "C", "C", "C", "C", "C", "C", "C", "C", "C", "C", "C", "C", "H", "H", "H", "H", "H", "H", "H", "H", "H", "H", "H", "H", "H", "H", "H", "H", "H", "H", "H", "H", "H", "H", "H", "H", "H", "H", "H", "H", "H", "H"],
  "positions_angstrom": [[0.690341, -1.076869, -0.416224], [1.634033, -3.301353, 1.255148], [3.859293, -0.389790, 2.396166], [4.574073, -2.135068, -1.727794], [2.376062, -1.742631, -1.757818], [0.934094, 2.200807, -1.249991], [2.527860, -0.297925, 0.519449], [-2.594022, -1.230106, -1.442778], [1.117558, 0.953203, -1.700856], [-1.934723, -1.048184, -2.598721], [-1.348524, 1.013134, -0.218389], [2.799165, -4.451130, -0.342979], [0.367315, -0.785613, 2.171426], [3.911435, -3.223835, 1.264061], [0.517881, 2.472464, 0.089583], [1.311941, 3.309531, 0.852655], [-7.072704, 0.540138, -0.464287], [-4.964947, 1.790611, 0.181336], [-4.726004, -0.295153, -0.896007], [-2.698794, 0.930867, -0.228415], [-3.591793, 1.925633, 0.247094], [-0.699669, 1.916061, 0.559167], [1.640739, 2.407866, -3.320645], [-1.051524, 2.320904, 1.869468], [1.239120, 3.103368, -2.202880], [-2.585652, -2.523980, -1.054673], [-1.493711, -2.252011, -2.933792], [2.713703, -3.627176, 0.748247], [3.577024, -1.509999, -1.359676], [-5.575934, 0.669939, -0.372222], [2.754802, -0.289606, 1.838024], [1.522750, -0.082277, 2.709674], [-0.264335, 3.179272, 2.615676], [-3.348544, -0.175476, -0.838815], [1.542079, 1.058475, -2.948155], [3.702548, -0.380219, -0.337581], [0.937969, 3.692701, 2.134923], [-1.885111, -3.230659, -2.002473], [1.823367, 4.568709, 2.979366], [1.587407, -4.791716, -1.066570], [3.814331, 0.550170, -0.910549], [-5.584911, 2.593245, 0.571003], [-3.179335, 2.834605, 0.662876], [1.256768, 5.032779, 3.787971], [4.694619, -3.221144, 0.626937], [1.127109, 4.156251, -2.008355], [1.675136, -5.799250, -1.475828], [2.247633, 3.658783, 0.428056], [-0.905969, -2.371687, -3.830411], [-7.564592, 1.059682, 0.360162], [3.875470, -2.411585, 1.870430], [1.945081, 2.815255, -4.268347], [1.395892, -4.079060, -1.870778], [-7.464141, 0.962481, -1.394576], [1.758942, 0.162580, -3.506304], [1.302638, 0.986525, 2.695748], [-1.964323, 1.930264, 2.300978], [-3.066408, -2.822643, -0.138494], [4.607582, -0.518001, 0.249208], [-1.658725, -4.282709, -2.002023], [2.275439, 5.367888, 2.388721], [0.427517, -1.783621, 2.344468], [1.787307, -0.367301, 3.730694], [3.597681, -4.251580, -0.932974], [-7.383316, -0.505644, -0.427887], [-5.135488, -1.174080, -1.384330], [-0.512494, -0.415786, 2.505282], [-0.584985, 3.443859, 3.618905], [0.750371, -4.762210, -0.373400], [2.638571, 3.999024, 3.433115]],
  "forces_ev_per_angstrom": [[-0.15, 0.19, -0.09], [0.10, -0.16, 0.15], [0.02, 0.05, 0.06], [-0.01, 0.01, 0.03], [0.01, -0.05, -0.05], [0.01, -0.05, 0.05], [0.05, -0.16, 0.10], [0.04, 0.00, 0.01], [0.02, -0.05, -0.01], [0.00, 0.01, 0.01], [0.04, -0.03, -0.02], [0.03, 0.03, -0.04], [-0.02, -0.03, -0.05], [0.03, -0.01, -0.04], [-0.06, -0.01, -0.01], [-0.01, 0.01, 0.03], [-0.02, -0.01, 0.00], [0.01, 0.03, 0.02], [-0.05, 0.03, 0.02], [-0.10, -0.06, -0.08], [-0.01, 0.00, 0.00], [0.13, 0.11, 0.03], [-0.02, 0.00, 0.00], [0.01, -0.05, -0.02], [-0.03, 0.02, 0.02], [-0.04, 0.00, 0.00], [-0.02, -0.02, -0.03], [-0.09, 0.11, -0.03], [0.01, -0.06, 0.08], [0.01, -0.04, -0.03], [-0.05, 0.12, -0.12], [-0.05, -0.06, -0.04], [0.00, -0.01, 0.03], [0.06, 0.04, 0.05], [-0.02, 0.03, -0.02], [0.03, 0.01, -0.03], [0.01, -0.03, -0.03], [0.03, 0.01, 0.02], [0.01, 0.03, 0.01], [-0.01, 0.02, 0.01], [-0.01, 0.00, 0.01], [0.00, 0.00, 0.00], [-0.01, -0.01, 0.00], [0.00, 0.00, 0.00], [0.01, 0.00, 0.01], [0.01, 0.00, -0.01], [0.01, 0.01, -0.02], [0.00, 0.01, 0.01], [0.00, 0.00, 0.00], [0.00, 0.00, 0.00], [0.02, 0.02, 0.00], [0.00, -0.01, 0.00], [-0.01, 0.00, -0.01], [0.01, 0.00, 0.00], [0.02, 0.00, 0.00], [0.02, 0.04, 0.04], [0.00, 0.00, 0.00], [0.00, -0.01, 0.00], [-0.01, -0.01, 0.00], [0.01, 0.00, 0.00], [0.00, 0.00, 0.00], [0.00, 0.01, 0.05], [0.01, -0.03, -0.01], [-0.01, -0.03, 0.01], [0.01, 0.00, 0.00], [0.00, 0.00, 0.00], [0.00, 0.03, -0.03], [0.00, 0.00, 0.00], [0.01, -0.01, 0.01], [0.00, -0.01, 0.00]],
  "lowdin_charge": [1.34, -0.06, -0.03, -0.01, -0.24, -0.07, -0.10, -0.14, -0.02, 0.08, 0.04, 0.02, -0.05, 0.19, -0.14, 0.00, -0.08, -0.07, 0.00, -0.24, -0.04, -0.28, -0.05, -0.06, -0.06, -0.12, -0.21, -0.63, -0.67, -0.31, -0.56, -0.17, -0.07, -0.14, -0.13, -0.15, -0.31, -0.11, -0.06, -0.09, 0.12, 0.10, 0.10, 0.07, 0.10, 0.12, 0.07, 0.12, 0.10, 0.07, 0.07, 0.09, 0.07, 0.07, 0.11, 0.10, 0.11, 0.12, 0.11, 0.08, 0.07, 0.05, 0.12, 0.12, 0.07, 0.12, 0.08, 0.11, 0.08, 0.08]
}


Record 2
{
  "formula": "C3H3N3O2",
  "method": "ωB97M-V with the def2-TZVPD basis set",
  "homo_ev": [-10.217, -8.208],
  "e_lumo_ev": [-0.62, -2.06],
  "e_tot_ev": -11716.4736,
  "orbital_gap_ev": [9.59, 6.15],
  "charge": 0,
  "species": ["O", "O", "N", "N", "N", "C", "C", "C", "H", "H", "H"],
  "positions_angstrom": [[-3.581916, -1.440334, -0.673269], [-2.820942, -0.655459, 1.254714], [-2.744217, -0.935743, 0.073440], [0.504051, -1.210724, 0.115797], [2.558376, -2.546435, 0.199363], [1.584173, -1.947578, 0.225028], [0.130693, 0.151946, 0.445359], [-0.188348, -0.491674, -0.768754], [-0.697129, 0.412806, 1.258902], [1.016145, 0.964158, 0.355074], [-0.401671, -0.596731, -1.769286]],
  "forces_ev_per_angstrom": [[1.69, 1.09, 1.68], [0.04, -0.41, -1.62], [-1.13, -0.62, -0.35], [-0.73, -0.54, 1.30], [0.85, -0.82, 0.31], [0.04, 0.58, -0.71], [0.83, 4.41, 2.01], [-1.29, -1.02, 0.44], [1.94, -1.02, -1.66], [-2.00, -1.88, 0.50], [-0.25, 0.23, -1.91]],
  "lowdin_charge": [0.03, 0.03, -0.22, -0.03, 0.16, -0.26, -0.10, -0.01, 0.14, 0.16, 0.10]
}


Record 3
{
  "formula": "H4O2P2",
  "method": "ωB97M-V with the def2-TZVPD basis set",
  "homo_ev": -8.452,
  "e_lumo_ev": -0.94,
  "e_tot_ev": -22736.2127,
  "smiles": "OPOP",
  "orbital_gap_ev": 7.51,
  "charge": 0,
  "species": ["P", "P", "O", "O", "H", "H", "H", "H"],
  "positions_angstrom": [[0.744361, 0.888187, -0.428053], [-1.012228, -0.595574, 1.657197], [0.013307, 1.619935, -1.730725], [-0.165890, -0.420723, -0.260054], [-1.004054, -2.016440, 1.623632], [0.300396, -0.729031, 2.180507], [-0.691988, 0.931054, -1.943641], [1.816096, 0.322592, -1.098862]],
  "forces_ev_per_angstrom": [[0.00, 1.69, 0.77], [2.04, 0.03, -3.01], [-1.33, -1.74, 0.15], [-1.87, -1.22, 2.99], [-0.33, 0.08, -0.34], [-0.15, 0.40, 0.20], [1.07, 1.38, -0.18], [0.56, -0.62, -0.57]],
  "lowdin_charge": [0.60, 0.85, -0.39, -0.76, -0.14, -0.14, 0.06, -0.08]
}


Record 4
{
  "formula": "C5H10FNO2S",
  "method": "ωB97M-V with the def2-TZVPD basis set",
  "homo_ev": [-7.839, -8.500],
  "e_lumo_ev": [-1.69, -0.61],
  "e_tot_ev": -24480.8277,
  "orbital_gap_ev": [6.15, 7.89],
  "charge": 0,
  "species": ["S", "F", "O", "O", "N", "C", "C", "C", "C", "C", "H", "H", "H", "H", "H", "H", "H", "H", "H", "H"],
  "positions_angstrom": [[0.882068, -1.548472, -1.012004], [1.020764, 1.743105, -1.917703], [2.023739, -2.399633, -1.085773], [-0.240733, -1.839068, -1.861741], [0.174699, -1.922833, 0.533968], [-1.138477, 0.225578, 0.711307], [-1.161953, -1.265937, 0.636139], [-0.778142, 0.763226, -0.637800], [0.602456, 1.311683, -0.759485], [1.384906, 1.773563, 0.403244], [-0.928497, -0.118928, -1.282403], [-1.707688, -1.698438, 1.499846], [-2.077910, 0.523644, 1.015875], [-1.613108, -1.628823, -0.330634], [1.380085, 1.199449, 1.298503], [2.472042, 1.785433, 0.133649], [1.048787, 2.705177, 0.854499], [0.583393, -1.579061, 1.487578], [-0.459753, 0.519939, 1.510144], [-1.466679, 1.450395, -1.197210]],
  "forces_ev_per_angstrom": [[0.77, 1.00, 2.11], [-0.21, 0.25, -0.23], [1.31, -0.51, -0.21], [-0.78, -0.22, -1.30], [-0.52, 1.57, 2.82], [1.16, -0.33, 0.31], [-0.51, -2.31, -0.95], [-0.10, 1.04, -2.19], [-0.64, -2.26, 1.08], [2.02, 0.21, -0.37], [0.44, 0.70, -0.46], [0.36, 0.10, -0.45], [-2.15, 0.93, 0.56], [-0.44, 0.54, 1.33], [-0.40, -1.34, 0.27], [-0.93, 0.57, 0.06], [-0.04, 0.72, -0.72], [0.50, -0.97, -2.72], [0.02, 0.19, 0.00], [0.16, 0.13, 1.07]],
  "lowdin_charge": [0.68, 0.14, -0.38, -0.39, -0.17, -0.20, -0.29, -0.18, -0.27, -0.02, 0.07, 0.13, 0.09, 0.11, 0.06, 0.12, 0.11, 0.14, 0.10, 0.15]
}


- Which formula does entry 2 have?
  C3H3N3O2


- Number 2 is which compound?
  C3H3N3O2